A molecular structure, C24H22CdN4O2SSi, computed with the ωB97M-V functional and the def2-TZVPD basis.

Output
Max |F| = 1.17 eV/A
HOMO (spin up / spin down) = -7.129 / -7.685 eV
DFT total energy = -58574.6626 eV

Atoms and positions in Å:
1 Cd 0.18906 -0.25869 -0.17151
2 O -0.83054 -0.09198 6.95049
3 C 0.28256 -0.02257 6.40375
4 O 1.44483 -0.04474 6.84861
5 C 0.21810 -0.11216 4.85461
6 C -0.98143 -0.27270 4.19208
7 C -1.00135 -0.29763 2.79790
8 N 0.13358 -0.17674 2.10054
9 C 1.30605 -0.06683 2.72909
10 C 1.38593 -0.02262 4.10558
11 C 2.51790 -0.03356 1.85071
12 C 3.79847 0.03051 2.39118
13 C 4.89852 0.00715 1.55895
14 C 4.71740 -0.08580 0.18606
15 C 3.42794 -0.13923 -0.28888
16 N 2.35611 -0.10884 0.51511
17 C -2.25120 -0.35050 2.02476
18 C -3.42490 0.27161 2.52472
19 C -4.42564 0.63273 1.68381
20 C -4.88968 -0.15993 -0.85606
21 C -3.53944 -0.46594 -1.42774
22 N -2.32315 -0.84468 0.72089
23 H -1.88059 -0.36868 4.78661
24 H 2.30753 0.07001 4.66395
25 H 3.92885 0.09180 3.46092
26 H 5.89495 0.05589 1.97967
27 H 5.55302 -0.11818 -0.49893
28 H 3.23304 -0.21191 -1.35058
29 H -3.49554 0.47997 3.58584
30 H -5.36368 1.02656 2.06276
31 H -5.60184 0.38243 -1.49508
32 H -3.20698 -1.20673 -2.14232
33 C -7.59422 -1.18975 0.02377
34 Si -5.83898 -1.73454 -0.30099
35 C -5.74038 -2.88724 -1.76189
36 C -5.13331 -2.59667 1.18302
37 C -4.16450 0.73727 0.20290
38 C -4.22552 2.21851 -0.04827
39 C -3.13420 2.93375 -0.31541
40 C -1.84888 2.27833 -0.50610
41 N -1.66922 1.01736 -0.56581
42 C -2.81092 0.13130 -0.26989
43 S -1.31525 -2.12191 0.06905
44 H -8.24791 -2.05164 0.19278
45 H -7.99765 -0.62216 -0.81953
46 H -7.64463 -0.55757 0.91592
47 H -6.42558 -3.73002 -1.62980
48 H -4.72690 -3.29159 -1.84438
49 H -5.99198 -2.39313 -2.70460
50 H -5.64100 -3.55895 1.30435
51 H -5.26178 -2.02324 2.10272
52 H -4.06477 -2.79277 1.04756
53 H -5.18410 2.70879 0.09482
54 H -3.16884 4.01350 -0.37610
55 H -0.97367 2.90368 -0.66307

Löwdin atomic charge list, values in e, 8 entries: Cd 1.194; O -0.027; C -0.683; O -0.034; C -0.069; C 0.067; C -0.218; N 0.016



A molecular structure, C22H37CdF9O12, computed with the ωB97M-V functional and the def2-TZVPD basis.

Output
Max |F| = 5.59 eV/A
HOMO = -8.802 eV
DFT total energy = -76999.2555 eV
Energy relative to the best compared isomer or geometry (same formula, charge and spin) = 44.8 kcal/mol

Atoms and positions in Å:
1 Cd 1.38889 0.01748 -0.63787
2 C 0.75904 -1.43129 1.67249
3 O 1.39663 -0.15627 1.60126
4 O 0.46693 -1.59856 0.32574
5 C 1.53999 -2.46195 2.53715
6 F 1.44991 -2.13699 3.85116
7 F 0.86965 -3.65472 2.45747
8 F 2.83768 -2.70970 2.14521
9 C 1.16230 0.80444 2.77511
10 C 2.52434 0.96069 3.45370
11 H 2.86982 0.16758 4.11681
12 H 3.40575 1.06191 2.82046
13 H 2.62491 1.87951 4.03141
14 H 0.45948 0.46377 3.53543
15 H 0.85150 1.78265 2.40821
16 H -0.10886 -1.18180 2.28290
17 C 2.93347 2.94224 -0.81750
18 O 3.58524 2.47914 -2.04709
19 O 2.24171 1.81655 -0.32063
20 C 3.81396 3.93485 0.12449
21 F 3.81681 5.30272 -0.25049
22 F 3.29389 3.95858 1.35736
23 F 5.03645 3.46259 0.40320
24 C 4.18450 3.45376 -2.82847
25 C 4.41066 2.69365 -4.26201
26 H 3.48364 2.50999 -4.80515
27 H 5.16504 3.21951 -4.84724
28 H 4.70915 1.67462 -4.01587
29 H 5.10701 3.68097 -2.29420
30 H 3.57619 4.32759 -3.06189
31 H 2.13453 3.59784 -1.16392
32 C -0.83388 2.01555 -0.67138
33 O -0.21422 0.94039 -1.45399
34 C -0.31383 1.10047 -2.89354
35 C 0.27537 -0.24360 -3.46647
36 O 1.45182 -0.52681 -2.73034
37 C 2.11076 -1.72099 -3.00422
38 C 3.39559 -1.81263 -2.14807
39 O 3.23162 -1.10645 -0.90654
40 C 4.44622 -0.74007 -0.23273
41 H -0.29195 2.96103 -0.69351
42 H -0.80925 1.82858 0.40218
43 H -1.85796 2.06112 -1.04190
44 H 0.08471 2.01906 -3.32418
45 H -1.35053 1.10624 -3.23019
46 H 0.58621 -0.21892 -4.51092
47 H -0.53372 -0.97393 -3.47606
48 H 2.53700 -1.64931 -4.00486
49 H 1.41726 -2.53314 -2.78611
50 H 4.07730 -1.27921 -2.81052
51 H 3.59932 -2.87213 -1.99297
52 H 4.32610 0.08633 0.46780
53 H 5.17355 -0.22672 -0.86167
54 H 4.71531 -1.67204 0.26439
55 C -2.33540 0.41796 3.58368
56 C -3.69546 -0.13256 3.38456
57 O -3.62116 -1.57322 3.28803
58 C -4.73380 -2.16797 2.91903
59 O -5.83585 -1.61253 2.73786
60 C -4.53418 -3.78743 2.89170
61 F -3.21348 -4.17135 3.26759
62 F -5.38463 -4.34731 3.79097
63 F -4.91906 -4.27274 1.80923
64 H -1.71520 -0.20962 4.22367
65 H -2.50203 1.27328 4.23848
66 H -1.95390 0.72623 2.61028
67 H -4.26233 0.38311 2.60943
68 H -4.23836 0.13057 4.29238
69 C -3.58801 -2.32392 -0.56268
70 C -5.02190 -1.71513 -0.45855
71 C -5.05142 -0.23391 -0.50938
72 O -6.00729 -0.01421 -1.55537
73 C -6.42482 -1.23122 -2.11135
74 O -7.27074 -1.37614 -2.93273
75 O -5.77587 -2.22531 -1.46559
76 H -2.91348 -1.92209 0.19339
77 H -2.96588 -2.10440 -1.43036
78 H -3.87145 -3.36888 -0.43692
79 H -5.64889 -2.08017 0.35492
80 H -4.12145 0.33448 -0.49569
81 H -5.60669 0.20002 0.32217

Löwdin atomic charge list, values in e, 8 entries: Cd 1.428; C -0.433; O -0.220; O -0.276; C -0.475; F 0.125; F 0.110; F 0.116